--- 1 ---
Below is a cluster of 2 separate species, C6H15N in total, with properties calculated with ωB97M-V with the def2-TZVPD basis set.

Kohn-Sham gap = 6.342 eV
E_HOMO = -6.996 eV
LUMO = -0.654 eV

Each line ends with the natural charge from an NBO analysis.
Atoms and positions in Å:
1 C -0.18 -1.97 0.78  -0.08
2 C 0.14 -2.46 -0.63  -0.66
3 C -0.67 -0.64 0.97  -0.24
4 N -0.83 0.37 -0.08  -0.59
5 C 1.66 0.80 -0.09  -0.61
6 C 0.23 1.38 0.15  -0.07
7 C -0.09 2.65 -0.67  -0.61
8 H -1.39 -0.38 1.77  0.25
9 H -0.79 -2.66 1.38  0.22
10 H 0.78 -3.32 -0.47  0.21
11 H -0.78 -2.78 -1.14  0.26
12 H 0.69 -1.76 -1.26  0.25
13 H -2.72 -1.20 -1.20  0.05
14 H -2.69 -1.68 -0.64  -0.05
15 H 0.40 -0.77 1.42  0.33
16 H 1.78 -0.20 0.34  0.18
17 H 1.97 0.77 -1.14  0.21
18 H 2.39 1.43 0.46  0.20
19 H 0.26 1.69 1.22  0.14
20 H -0.54 2.49 -1.67  0.22
21 H -0.70 3.33 -0.10  0.21
22 H 0.90 3.20 -0.80  0.19

--- 2 ---
Below is a structure of composition C6H15N, with properties calculated with ωB97M-V with the def2-TZVPD basis set.

Kohn-Sham gap = 8.482 eV
E_HOMO = -8.024 eV
LUMO = 0.457 eV

Each line ends with the natural charge from an NBO analysis.
Atoms and positions in Å:
1 C 1.32 -1.45 -0.68  -0.63
2 C 0.44 -1.99 0.28  0.02
3 N -0.75 -1.31 0.82  -0.59
4 C -1.99 1.97 -0.70  -0.61
5 C -0.91 0.88 -0.48  -0.42
6 C -1.51 -0.54 -0.23  -0.05
7 C -2.93 -0.55 0.26  -0.63
8 H 1.94 -0.62 -0.38  0.22
9 H 1.64 -2.17 -1.43  0.22
10 H 10.04 1.90 2.27  0.00
11 H 10.43 1.83 1.63  0.00
12 H 0.69 -2.94 0.77  0.19
13 H 0.23 -0.76 0.77  0.40
14 H -2.72 1.71 -1.45  0.21
15 H -2.52 2.08 0.25  0.21
16 H -1.52 2.93 -0.87  0.21
17 H -0.25 1.14 0.35  0.20
18 H -0.28 0.76 -1.36  0.22
19 H -1.51 -1.08 -1.20  0.19
20 H -3.25 -1.54 0.56  0.22
21 H -2.91 -0.09 1.27  0.21
22 H -3.67 -0.17 -0.44  0.22

--- 3 ---
Below is the molecule C6H15N, with properties calculated with ωB97M-V with the def2-TZVPD basis set.

Kohn-Sham gap = 9.662 eV
E_HOMO = -8.435 eV
LUMO = 1.227 eV
SMILES = CCN(CC)CC

Each line ends with the natural charge from an NBO analysis.
Atoms and positions in Å:
1 C -1.81 -1.16 1.34  -0.61
2 C -0.34 -0.77 1.46  -0.21
3 N 0.09 -0.02 0.28  -0.46
4 C 0.25 -0.87 -0.91  -0.22
5 C -0.29 -0.32 -2.23  -0.61
6 C 1.27 0.83 0.50  -0.22
7 C 1.05 2.22 -0.07  -0.61
8 H -1.99 -1.39 0.31  0.20
9 H -2.13 -1.99 1.97  0.21
10 H -2.45 -0.31 1.54  0.21
11 H 0.31 -1.59 1.74  0.16
12 H -0.25 -0.02 2.24  0.19
13 H 1.30 -1.17 -1.05  0.17
14 H -0.27 -1.80 -0.68  0.19
15 H 0.12 0.67 -2.38  0.20
16 H -0.01 -1.00 -3.02  0.21
17 H -1.38 -0.25 -2.17  0.21
18 H 1.44 0.89 1.58  0.19
19 H 2.17 0.33 0.15  0.17
20 H 0.75 2.17 -1.12  0.20
21 H 0.21 2.70 0.43  0.21
22 H 1.92 2.86 0.07  0.21

Unit: kJ/mol. Relative energies: 1 576.3; 2 512.7; 3 0.0.

--- 1 ---
Below is the molecule C5H7BO3S, with properties calculated with ωB97M-V with the def2-TZVPD basis set.

Kohn-Sham gap (alpha / beta) = 7.198 / 7.196 eV
E_HOMO (alpha / beta) = -7.346 / -7.345 eV
LUMO (alpha / beta) = -0.148 / -0.148 eV

Each line ends with the natural charge from an NBO analysis.
Atoms and positions in Å:
1 B 0.57 -2.16 -0.39  0.97
2 C -1.71 1.70 -0.65  -0.35
3 C -2.31 0.71 -1.35  -0.47
4 C -0.52 -1.18 -0.63  -0.65
5 C -0.54 1.75 0.05  0.39
6 C 1.32 1.64 1.54  -0.26
7 O 0.23 -3.15 0.61  -0.91
8 O 1.76 -2.27 -1.07  -0.90
9 O -0.09 1.53 1.25  -0.45
10 S -1.77 -1.01 -1.65  0.58
11 H -2.15 2.60 -0.85  0.26
12 H -3.16 0.96 -1.82  0.20
13 H 1.71 1.23 2.46  0.21
14 H 1.53 2.67 1.76  0.19
15 H 1.95 1.32 0.60  0.21
16 H 0.67 -3.95 0.60  0.48
17 H 2.52 -2.39 -0.45  0.49

--- 2 ---
Below is the molecule C5H7BO3S, with properties calculated with ωB97M-V with the def2-TZVPD basis set.

Kohn-Sham gap = 8.725 eV
E_HOMO = -8.292 eV
LUMO = 0.433 eV
SMILES = COc1ccsc1B(O)O

Each line ends with the natural charge from an NBO analysis.
Atoms and positions in Å:
1 C -1.22 -2.30 0.55  -0.26
2 O -1.17 -0.91 0.35  -0.49
3 C 0.06 -0.46 -0.05  0.32
4 C 1.16 -1.36 -0.25  -0.36
5 C 2.30 -0.71 -0.53  -0.40
6 S 2.14 0.97 -0.58  0.48
7 C 0.42 0.92 -0.15  -0.64
8 B -0.44 2.22 -0.10  1.11
9 O 0.08 3.30 0.69  -0.91
10 O -1.67 2.35 -0.74  -0.86
11 H -1.51 -2.84 -0.34  0.18
12 H -2.07 -2.41 1.22  0.20
13 H -0.22 -2.65 0.96  0.19
14 H 0.91 -2.46 -0.33  0.23
15 H 3.27 -1.11 -0.73  0.24
16 H -0.13 4.20 0.54  0.49
17 H -1.92 3.25 -0.50  0.48

Unit: kJ/mol. Relative energies: 1 596.2; 2 0.0.

--- 1 ---
Below is a cluster of 2 separate species, C4H7F2N in total, with properties calculated with ωB97M-V with the def2-TZVPD basis set.

Kohn-Sham gap (alpha / beta) = 8.589 / 8.597 eV
E_HOMO (alpha / beta) = -8.355 / -8.359 eV
LUMO (alpha / beta) = 0.234 / 0.238 eV

Each line ends with the natural charge from an NBO analysis.
Atoms and positions in Å:
1 C -2.15 -1.17 -0.23  0.55
2 C 1.20 -0.39 0.32  -0.62
3 C 0.20 0.59 -0.33  -0.51
4 C -0.51 0.20 -1.53  0.37
5 N -2.50 -0.66 0.83  -0.78
6 F -2.57 -2.25 -0.86  -0.34
7 F 0.02 -0.69 -2.37  -0.32
8 H 1.67 0.06 1.09  0.22
9 H 1.66 -0.86 -0.60  0.23
10 H 0.72 -1.27 0.89  0.21
11 H -0.63 0.97 0.36  0.27
12 H 0.93 1.50 -0.67  0.21
13 H -1.12 0.83 -1.98  0.16
14 H -3.01 -1.19 1.50  0.36

--- 2 ---
Below is a cluster of 2 separate species, C4H7F2N in total, with properties calculated with ωB97M-V with the def2-TZVPD basis set.

Kohn-Sham gap (alpha / beta) = 7.840 / 9.408 eV
E_HOMO (alpha / beta) = -8.106 / -8.808 eV
LUMO (alpha / beta) = -0.266 / 0.600 eV

Each line ends with the natural charge from an NBO analysis.
Atoms and positions in Å:
1 C -2.72 0.33 0.00  0.59
2 C 0.83 -0.04 1.05  -0.60
3 C 0.57 -0.17 -0.44  -0.52
4 C -0.54 -1.08 -0.76  0.33
5 N -2.71 1.52 -0.27  -0.77
6 F -3.60 -0.43 0.65  -0.34
7 F -0.68 -2.19 -0.02  -0.33
8 H 1.69 0.58 1.24  0.21
9 H 1.01 -1.02 1.49  0.21
10 H -0.04 0.39 1.54  0.22
11 H 0.34 0.81 -0.88  0.24
12 H 1.48 -0.54 -0.94  0.22
13 H -0.95 -1.19 -1.75  0.17
14 H -3.46 2.17 -0.02  0.37

Unit: kJ/mol. Relative energies: 1 56.9; 2 0.0.

--- 1 ---
Below is the ion C4H11N2O2 with charge +1, with properties calculated with ωB97M-V with the def2-TZVPD basis set.

total charge = +1
Kohn-Sham gap = 10.734 eV
E_HOMO = -14.010 eV
LUMO = -3.276 eV
SMILES = CC(C)([NH3+])C(=O)ON

Each line ends with the natural charge from an NBO analysis.
Atoms and positions in Å:
1 C 0.95 1.08 0.76  -0.62
2 C -0.32 0.50 0.05  0.03
3 C -1.31 0.18 1.15  -0.62
4 N -0.89 1.44 -0.94  -0.70
5 C 0.16 -0.75 -0.75  0.78
6 O 0.36 -0.53 -1.95  -0.62
7 O 0.39 -1.76 -0.03  -0.33
8 N 1.42 -2.69 -0.42  -0.50
9 H 0.68 2.22 0.77  0.21
10 H 1.82 0.96 0.05  0.24
11 H 1.38 0.62 1.63  0.27
12 H -1.48 0.95 1.87  0.24
13 H -0.82 -0.67 1.77  0.26
14 H -2.23 -0.02 0.67  0.21
15 H -0.64 2.42 -0.76  0.45
16 H -1.93 1.39 -0.94  0.45
17 H -0.45 1.04 -1.80  0.48
18 H 1.54 -3.51 0.23  0.41
19 H 1.37 -2.86 -1.34  0.37

--- 2 ---
Below is a cluster of 2 separate species, C4H11N2O2 in total, with properties calculated with ωB97M-V with the def2-TZVPD basis set.

total charge = +1
Kohn-Sham gap = 9.754 eV
E_HOMO = -14.266 eV
LUMO = -4.512 eV

Each line ends with the natural charge from an NBO analysis.
Atoms and positions in Å:
1 C 2.05 -0.72 -1.35  -0.63
2 C 1.50 -0.86 0.08  -0.24
3 C -0.68 -1.70 0.96  0.14
4 N 0.30 -1.71 0.11  -0.38
5 H 2.54 -1.68 -1.62  0.22
6 H 1.21 -0.48 -2.03  0.24
7 H 2.84 0.05 -1.30  0.25
8 H 2.28 -1.36 0.75  0.24
9 H 1.22 0.09 0.57  0.24
10 H -1.47 -2.44 0.86  0.23
11 H -0.64 -1.06 1.85  0.24
12 H 0.24 -2.50 -0.53  0.43
13 N -1.94 2.78 -0.15  -0.85
14 C -1.43 1.50 0.04  0.89
15 O -1.49 1.08 1.36  -0.71
16 O -0.90 0.78 -0.83  -0.65
17 H -1.72 3.11 -1.10  0.42
18 H -1.75 3.52 0.53  0.41
19 H -2.17 1.61 1.78  0.50

Unit: kJ/mol. Relative energies: 1 246.7; 2 0.0.